(1)
Density functional theory data (the ωB97M-V functional and the def2-TZVPD basis) for the ion C4H8NO with charge +1 at a distorted geometry.

```
14
Properties=species:S:1:pos:R:3:mulliken_charge:R:1
C -1.62 -0.19 -0.88 -1.236
C -0.25 -0.71 -0.74 0.200
C 0.30 -1.63 0.33 -0.109
N 0.61 -0.22 0.31 0.133
C 1.29 0.75 1.09 -0.241
O 0.71 2.00 1.16 -0.441
H -2.31 -0.32 -0.12 0.411
H -2.06 -0.64 -1.81 0.339
H -1.74 0.92 -1.15 0.299
H 0.20 -0.75 -1.73 0.295
H 0.60 -2.64 0.48 0.374
H 1.26 0.22 2.15 0.273
H 2.25 0.75 0.57 0.364
H 0.76 2.48 0.33 0.339
```

Output
SMILES: C[C@@H]1C=[N+]1CO
E_LUMO: -6.4334 eV
frontier orbital gap: 9.3 eV
energy above the lowest of the compared OMol25 structures with the same formula, charge and spin: 101.0 kcal/mol
calculated total energy: -7803.7240 eV
charge: +1

(2)
Density functional theory data (the ωB97M-V functional and the def2-TZVPD basis) for a cluster of 2 separate species, C4H12O in total at a distorted geometry.

```
17
Properties=species:S:1:pos:R:3:lowdin_spin:R:1
C 0.46 -0.79 -2.98 0.140
O -0.65 -1.64 -2.93 0.634
H -1.39 -1.19 -2.46 0.002
H 0.26 0.17 -3.47 0.047
H 1.15 -1.38 -3.57 0.001
H 0.83 -0.66 -1.92 0.072
C -0.46 0.39 1.16 0.015
C 1.05 0.42 0.90 0.041
C -0.81 0.70 2.62 0.016
H -0.74 -0.64 0.91 0.005
H -0.98 1.04 0.44 0.000
H 1.24 -0.05 -0.10 0.017
H 1.50 1.41 0.85 0.004
H -1.28 -0.14 3.12 0.000
H 1.51 -0.23 1.64 0.001
H -1.66 1.41 2.60 0.005
H -0.03 1.18 3.19 0.000
```

Output
E_LUMO (spin up / spin down): -4.2132 / -10.9201 eV
<S²>: 0.755
frontier orbital gap (spin up / spin down): 10.5 / 3.7 eV
2S+1: 2
energy above the lowest of the compared OMol25 structures with the same formula, charge and spin: 20.5 kcal/mol
calculated total energy: -6378.5638 eV
charge: +1

(3)
Density functional theory data (the ωB97M-V functional and the def2-TZVPD basis) for an isolated molecule of C14H19N5OS at a distorted geometry.

```
40
Properties=species:S:1:pos:R:3:mulliken_charge:R:1
C -2.71 2.35 -3.97 -1.364
C -1.67 3.38 -3.55 0.290
S -0.10 2.59 -3.03 -0.266
C -0.57 1.42 -1.83 0.475
N -1.70 1.27 -1.20 -0.197
N -1.58 0.22 -0.37 -1.081
C -0.38 -0.27 -0.49 0.651
C 0.21 -1.41 0.25 -0.804
C 0.57 -1.01 1.69 0.316
C 1.60 0.12 1.72 -1.564
C 1.07 -2.21 2.45 0.509
C 0.36 -2.69 3.55 -0.374
C 0.81 -3.79 4.26 -0.588
C 1.97 -4.44 3.87 -0.401
C 2.68 -3.97 2.78 -0.716
C 2.23 -2.87 2.07 -0.263
N 0.32 0.46 -1.42 0.493
N 1.62 0.24 -1.84 -1.015
C -2.18 4.38 -2.50 0.350
N -2.70 3.84 -1.39 -0.246
O -2.13 5.57 -2.72 -0.650
H -2.33 1.74 -4.78 0.338
H -3.60 2.88 -4.32 0.376
H -2.99 1.71 -3.13 0.363
H -1.34 3.97 -4.41 0.321
H 1.11 -1.74 -0.29 0.407
H -0.51 -2.22 0.28 0.327
H -0.35 -0.65 2.17 0.473
H 1.89 0.34 2.74 0.448
H 2.49 -0.16 1.16 0.235
H 1.18 1.02 1.28 0.425
H -0.55 -2.19 3.86 0.349
H 0.25 -4.14 5.11 0.378
H 2.33 -5.29 4.42 0.385
H 3.59 -4.47 2.47 0.363
H 2.80 -2.52 1.22 0.248
H 2.25 0.91 -1.41 0.243
H 1.67 0.35 -2.85 0.251
H -3.03 4.46 -0.67 0.220
H -2.60 2.84 -1.19 0.298
```

Output
SMILES: C[C@H](Sc1nnc(C[C@H](C)c2ccccc2)n1N)C(N)=O
E_LUMO: 0.3090 eV
frontier orbital gap: 9.1 eV
energy above the lowest of the compared OMol25 structures with the same formula, charge and spin: 0.0 kcal/mol
calculated total energy: -35159.6874 eV

(4)
Density functional theory data (the ωB97M-V functional and the def2-TZVPD basis) for an isolated molecule of C5H10N3P at a distorted geometry.

```
19
Properties=species:S:1:pos:R:3:mulliken_charge:R:1
C -2.79 -0.41 2.69 -0.693
N -1.82 0.17 1.92 -0.188
C -0.70 0.14 1.50 0.793
C 0.44 0.48 0.81 -0.165
C 1.42 1.26 1.70 -1.006
N 1.03 0.06 -0.31 0.178
N 0.79 -0.74 -1.26 -0.637
P 1.89 -1.01 -2.60 0.015
C 0.81 -0.20 -3.87 -0.970
H -3.37 -1.16 2.17 0.305
H -2.47 -0.93 3.75 0.247
H -3.47 0.23 3.18 0.309
H 1.52 2.35 1.40 0.236
H 1.06 1.50 2.76 0.314
H 2.42 0.62 1.68 0.235
H 1.24 -2.24 -3.05 0.057
H 1.38 -0.28 -4.91 0.272
H 0.74 0.79 -3.73 0.331
H -0.12 -0.65 -3.82 0.366
```

Output
SMILES: CN=C=C(C)/N=N/PC
E_LUMO: -0.0880 eV
frontier orbital gap: 7.2 eV
energy above the lowest of the compared OMol25 structures with the same formula, charge and spin: 102.3 kcal/mol
calculated total energy: -19100.6125 eV

(5)
Density functional theory data (the ωB97M-V functional and the def2-TZVPD basis) for a structure of composition C8H26B2KO4RbS2Sn at a distorted geometry.

```
45
Properties=species:S:1:pos:R:3:mulliken_charge:R:1
Rb -2.44 1.74 3.36 0.878
Sn -3.66 -0.46 -0.78 1.005
K -2.36 4.07 -0.25 0.954
B -4.62 2.15 -0.99 0.379
H -4.85 3.28 -1.13 -0.152
H -5.50 1.41 -1.33 -0.168
H -3.68 1.89 -1.63 -0.149
H -4.29 1.92 0.10 -0.264
B -1.38 1.28 0.62 1.604
H -0.83 0.24 0.73 -0.443
H -0.94 2.04 1.36 -0.458
H -1.22 1.61 -0.47 -0.467
H -2.49 1.16 0.85 -0.583
C -0.34 0.22 -4.66 -1.041
S -0.41 0.92 -3.00 0.383
O -1.85 0.59 -2.64 -0.545
C 0.71 -0.31 -2.26 -0.485
H 0.65 -0.05 -5.02 0.377
H -0.84 0.86 -5.39 0.370
H -0.97 -0.65 -4.53 0.366
H 0.23 -1.28 -2.43 0.404
H 0.64 -0.13 -1.19 -0.297
H 1.69 -0.13 -2.68 0.483
C 1.92 2.02 1.39 -0.437
S 3.50 1.30 1.92 0.391
O 3.05 0.09 2.66 -0.546
C 3.93 0.71 0.25 -0.655
H 1.41 1.43 0.63 -0.268
H 2.03 2.99 0.90 0.524
H 1.31 2.24 2.27 0.234
H 4.85 0.12 0.29 0.414
H 4.10 1.58 -0.39 0.359
H 3.09 0.08 0.00 -0.034
O 1.76 -5.30 2.43 -0.518
C 1.49 -4.17 2.19 0.397
O 1.85 -3.57 1.01 -0.377
C 1.11 -2.37 0.84 0.472
C 0.05 -2.30 1.95 -0.176
C 0.69 -3.20 3.01 -0.576
H 0.68 -2.33 -0.16 0.004
H 1.74 -1.49 0.98 -0.251
H -0.94 -2.61 1.61 0.234
H -0.12 -1.28 2.27 0.016
H -0.05 -3.71 3.62 0.358
H 1.31 -2.60 3.68 0.284
```

Output
E_LUMO: -8.3185 eV
frontier orbital gap: 5.2 eV
calculated total energy: -62723.7940 eV
charge: +2